Record 1
Density functional theory data (the ωB97M-V functional and the def2-TZVPD basis) for C5H11F3GaO2 as an isolated structure.

Calculated values
- HOMO energy: -4.781 eV
- Total charge: -1
- Gap between HOMO and LUMO: 7.82 eV

Cartesian coordinates (Å):
F -2.868 1.901 1.749
C -2.319 1.471 0.583
F -1.913 2.586 -0.073
F -3.338 0.953 -0.137
O -1.280 0.672 0.734
C -1.496 -0.532 1.567
Ga -2.443 -2.133 0.631
H -0.489 -0.842 1.825
H -1.984 -0.247 2.494
H -1.912 -2.184 -0.883
H -4.031 -1.852 0.687
H -2.037 -3.468 1.442
C 1.409 0.762 -1.344
C 2.460 -0.242 -0.936
O 2.206 -1.395 -0.698
C 3.881 0.279 -0.845
H 0.426 0.297 -1.366
H 1.393 1.586 -0.629
H 1.653 1.163 -2.331
H 3.937 1.084 -0.110
H 4.198 0.672 -1.813
H 4.546 -0.528 -0.547

Cartesian forces (eV/Å) of the 3 atoms listed first:
F 0.01 -0.06 -0.02
C 0.26 -0.15 -0.20
F -0.01 -0.05 -0.01

---

Record 2
Density functional theory data (the ωB97M-V functional and the def2-TZVPD basis) for one molecule with the formula C3H3NO2 at a distorted geometry.

Calculated values
- HOMO energy (spin up / spin down): -9.224 / -9.224 eV
- Gap between HOMO and LUMO (spin up / spin down): 8.20 / 8.19 eV
- ΔE to the lowest compared entry with this formula, charge and spin: 4.7271 eV

Cartesian coordinates (Å):
O -0.822 2.056 -0.217
C -0.425 1.013 0.280
N 0.260 0.801 1.438
O 0.776 -0.509 1.314
C 0.560 -1.058 0.185
C -0.267 -0.210 -0.643
H 0.087 0.623 -1.291
H 0.904 -2.086 0.085
H -1.076 -0.684 -1.198

Cartesian forces (eV/Å) of the 3 atoms listed first:
O -0.56 0.22 1.14
C -0.14 0.68 0.13
N -0.26 0.24 -0.11

---

Record 3
Density functional theory data (the ωB97M-V functional and the def2-TZVPD basis) for C30H34F3N2OSbSiV as an isolated structure.

Calculated values
- HOMO energy (spin up / spin down): -7.003 / -8.025 eV
- Expectation value of S²: 3.760
- Gap between HOMO and LUMO (spin up / spin down): 7.45 / 8.31 eV
- 2S+1: 4

Cartesian coordinates (Å):
V 1.461 0.643 -0.961
C 4.520 -1.132 -2.247
C 4.307 -0.930 -0.776
C 5.119 -1.512 0.178
C 4.833 -1.273 1.523
C 3.782 -0.467 1.891
C 3.015 0.155 0.883
N 3.302 -0.122 -0.424
N 1.945 0.966 1.024
Si 1.703 2.156 2.262
C 0.117 3.053 1.838
C 3.160 3.338 2.243
C 1.527 1.444 3.993
H 5.260 -0.420 -2.620
H 3.594 -0.964 -2.796
H 4.887 -2.136 -2.456
H 5.940 -2.148 -0.119
H 5.437 -1.740 2.291
H 3.532 -0.303 2.928
H 0.138 3.439 0.816
H -0.047 3.897 2.512
H -0.741 2.384 1.930
H 3.294 3.775 1.252
H 4.086 2.824 2.509
H 3.018 4.153 2.957
H 0.752 0.677 4.032
H 1.244 2.240 4.687
H 2.457 1.012 4.367
C -0.494 2.971 -3.485
C 0.725 2.088 -3.698
C 0.625 1.290 -4.990
O 0.849 1.208 -2.620
H -0.621 3.688 -4.300
H -0.405 3.529 -2.551
H -1.394 2.354 -3.429
H 1.622 2.725 -3.744
H -0.281 0.680 -4.981
H 1.485 0.627 -5.089
H 0.589 1.940 -5.866
F -7.626 0.325 -1.207
C -6.298 0.245 -0.992
C -5.640 1.342 -0.472
C -4.272 1.243 -0.263
C -3.574 0.070 -0.548
C -4.276 -1.007 -1.079
C -5.643 -0.929 -1.306
Sb -1.479 0.053 -0.164
C -1.053 -1.881 -0.966
C -0.364 -1.969 -2.175
C -0.046 -3.200 -2.736
C -0.435 -4.342 -2.067
F -0.129 -5.544 -2.594
C -1.134 -4.301 -0.875
C -1.439 -3.062 -0.332
C -1.591 -0.580 1.875
C -0.598 -1.390 2.419
C -0.636 -1.777 3.751
C -1.676 -1.321 4.537
F -1.718 -1.689 5.833
C -2.671 -0.502 4.043
C -2.619 -0.139 2.703
H -6.188 2.246 -0.248
H -3.750 2.113 0.123
H -3.762 -1.929 -1.324
H -6.199 -1.760 -1.719
H -0.079 -1.067 -2.711
H 0.488 -3.276 -3.673
H -1.425 -5.225 -0.394
H -1.983 -3.027 0.604
H 0.226 -1.735 1.804
H 0.125 -2.411 4.185
H -3.468 -0.169 4.693
H -3.412 0.487 2.311

Cartesian forces (eV/Å) of the 3 atoms listed first:
V -0.51 0.42 -0.43
C 0.02 -0.02 -0.01
C 0.05 -0.06 -0.11

---

Record 4
Density functional theory data (the ωB97M-V functional and the def2-TZVPD basis) for C7H13NO as an isolated structure.

Calculated values
- HOMO energy (spin up / spin down): -8.027 / -8.026 eV
- Gap between HOMO and LUMO (spin up / spin down): 7.39 / 7.39 eV
- ΔE to the lowest compared entry with this formula, charge and spin: 4.3374 eV

Cartesian coordinates (Å):
C 0.593 1.358 -1.773
C 0.218 0.789 -0.387
C 1.328 -0.470 -0.187
C 2.209 -0.359 0.823
O 0.194 1.581 0.607
H 1.613 -1.043 -1.066
H 1.574 1.829 -1.691
H -0.152 2.115 -2.024
H 0.614 0.596 -2.553
H 1.984 0.301 1.653
H 3.152 -0.892 0.831
C -0.664 -1.247 1.650
N -2.302 0.548 0.132
C -1.183 -0.082 -0.528
C -0.498 -1.170 0.178
H -2.876 1.032 -0.547
H -1.919 1.256 0.760
H -1.402 -0.322 -1.566
H -0.283 -2.088 -0.357
H -0.022 -2.002 2.101
H -0.461 -0.269 2.094
H -1.719 -1.464 1.849

Cartesian forces (eV/Å) of the 3 atoms listed first:
C 0.02 -0.17 0.15
C -0.46 -0.14 0.01
C 0.19 -0.05 0.21

---

Computed values of E_tot (unit: Eh) for the preceding records, in sequence: -2571.9768, -321.2039, -3121.7310, -404.3681.